1.
The molecule C29H35F3N2O4, computed with ωB97M-V/def2-TZVPD.

The geometry in XYZ format:
```
73
Properties=species:S:1:pos:R:3:nbo_charge:R:1
F -4.3512 -4.9433 0.4767 -0.324
F -6.2055 -3.8922 0.1886 -0.324
F -4.7728 -4.0052 -1.4106 -0.331
O 1.7646 1.5789 3.0584 -0.618
O 0.1149 1.7355 0.1211 -0.503
O -1.1958 0.3078 -1.0277 -0.568
O -4.2896 5.5211 -1.6875 -0.712
N 2.3478 0.3030 1.2881 -0.422
N 3.3655 -2.3814 1.2561 -0.443
C -4.9799 -1.4002 0.4473 -0.172
C 2.0176 -0.5625 0.1789 -0.248
C -1.7879 -1.3048 -2.6701 -0.619
C 3.7389 -1.4333 2.2826 -0.225
C 1.4821 1.0549 1.9940 0.635
C -1.0967 1.6353 -0.5653 0.401
C 0.1128 1.2229 1.3952 0.228
C -4.2421 -2.5752 0.3934 -0.166
C -3.9939 4.6180 -0.6505 -0.054
C 5.0530 -1.8838 -0.5627 -0.056
C -0.9836 0.9410 2.0914 -0.258
C 4.4179 -2.8750 0.3867 -0.230
C -2.0220 0.1058 -2.1559 -0.060
C -4.3603 -0.2271 0.8323 -0.258
C -2.4929 4.5307 -0.3605 -0.424
C 6.1892 -0.0125 -2.2901 -0.218
C -2.2859 -1.3899 1.1060 -0.160
C -2.2947 2.0562 0.3060 -0.265
C -4.8905 -3.8442 -0.0736 0.974
C 6.7286 -0.2143 -1.0310 -0.222
C -2.1541 3.5216 0.7372 -0.395
C 3.6647 0.0341 1.8293 -0.253
C 4.5302 -1.6843 -1.8352 -0.229
C -2.3611 1.1140 1.5270 -0.301
C 2.1043 -2.0285 0.6476 -0.225
C -3.0067 -0.2038 1.1549 0.109
C 6.1653 -1.1452 -0.1759 -0.170
C -2.8940 -2.5712 0.7255 -0.197
C 5.0913 -0.7538 -2.6924 -0.194
H -1.9696 4.2849 -1.2859 0.202
H -1.2361 -1.3854 1.3519 0.214
H 4.6729 -0.6099 -3.6779 0.213
H 6.6280 0.7135 -2.9582 0.215
H 4.4091 0.2391 1.0542 0.203
H -1.1298 3.6900 1.0747 0.227
H -4.3812 3.6574 -0.9965 0.171
H -2.1469 5.5180 -0.0410 0.202
H -2.3277 -3.4895 0.6866 0.228
H 1.3256 -2.1893 1.4048 0.190
H -2.9975 1.5839 2.2867 0.231
H -4.9393 0.6839 0.8829 0.213
H 4.7435 -1.6649 2.6376 0.203
H -3.2009 1.9369 -0.2922 0.220
H -4.5312 4.8965 0.2688 0.153
H 7.5923 0.3522 -0.7150 0.214
H -2.0318 -2.0240 -1.8937 0.218
H 1.0168 -0.3586 -0.1962 0.245
H -2.8140 3.7059 1.5884 0.204
H -6.0292 -1.4097 0.1950 0.229
H 3.6797 -2.2678 -2.1603 0.210
H -3.0791 0.2339 -1.8816 0.169
H -0.7454 -1.4303 -2.9483 0.209
H 6.5974 -1.3038 0.8025 0.202
H 3.8222 0.7008 2.6781 0.247
H -1.7740 0.8465 -2.9310 0.168
H 3.0396 -1.5645 3.1174 0.200
H -2.4164 -1.4896 -3.5361 0.217
H -0.8877 0.5568 3.0932 0.237
H 5.1916 -3.2908 1.0401 0.203
H 3.9870 -3.6997 -0.1896 0.203
H -3.9485 6.3909 -1.4505 0.462
H 1.9084 -2.6971 -0.1917 0.202
H -0.9947 2.3142 -1.4290 0.168
H 2.7398 -0.3795 -0.6234 0.205
```

Computed properties:
E_LUMO: 0.59 eV
Kohn-Sham gap: 0.3179 Eh



2.
The molecule C12H10, computed with ωB97M-V/def2-TZVPD.

The geometry in XYZ format:
```
22
Properties=species:S:1:pos:R:3:nbo_charge:R:1
C 1.4818 -0.2614 0.5087 -0.145
C -1.1523 -1.0644 0.5709 -0.201
C 0.1796 -1.0931 0.7113 -0.176
C -2.3281 -0.3990 -0.1385 -0.484
C -1.9412 0.8855 -0.8148 0.012
C 1.3517 0.9600 -0.3751 -0.030
C 2.7700 -1.0787 0.3107 -0.136
C 0.5420 0.5265 -1.5825 -0.199
C -1.1224 1.7362 0.1183 -0.233
C 0.2706 1.7134 0.2219 -0.193
C -0.8687 0.5284 -1.7329 -0.244
C 2.6840 -0.4206 1.4176 -0.160
H -3.2010 -0.0546 0.5469 0.232
H -1.5214 -2.0613 0.7434 0.201
H -1.5765 2.2743 1.0441 0.220
H -1.1768 0.0201 -2.6735 0.217
H 3.2616 -1.7903 -0.2239 0.220
H 0.6725 2.4039 1.0665 0.209
H 2.9949 -0.0025 2.3234 0.228
H 1.2004 0.2533 -2.5557 0.217
H 0.4480 -2.0141 1.3204 0.208
H -2.9687 -1.0617 -0.8072 0.238
```

Computed properties:
E_LUMO (alpha / beta): -0.93 / -1.00 eV
Kohn-Sham gap (alpha / beta): 0.2837 / 0.2787 Eh



3.
A cluster of 2 separate species, C2H5Cl3SSi in total, computed with ωB97M-V/def2-TZVPD.

The geometry in XYZ format:
```
12
Properties=species:S:1:pos:R:3:nbo_charge:R:1
Cl -1.2158 1.4013 -1.6321 -0.325
Cl -1.8776 -1.8034 -1.6510 -0.376
Cl -4.1532 0.3782 -0.8142 -0.330
S 2.3553 1.2343 -0.6317 0.029
Si -2.2229 -0.0421 -0.6917 1.207
C 1.5431 -0.1514 0.0461 -0.350
C 1.3305 -0.4087 1.3128 -0.470
H 1.0311 -0.7651 -0.8750 0.226
H 2.1442 1.8556 0.6734 0.141
H -1.7931 -0.4330 0.6069 -0.175
H 0.8903 -1.3600 1.5545 0.217
H 1.9681 0.0942 2.1018 0.207
```

Computed properties:
E_LUMO: 0.58 eV
Kohn-Sham gap: 0.3487 Eh



4.
A cluster of 2 separate species, C2H8N2O2 in total, computed with ωB97M-V/def2-TZVPD.

The geometry in XYZ format:
```
14
Properties=species:S:1:pos:R:3:nbo_charge:R:1
O 1.2409 0.1450 2.0204 -0.771
O -0.1308 0.8215 -1.3764 -0.146
N 0.0376 -1.1944 -0.2386 -0.696
N -1.5223 -0.9868 -1.9427 -0.655
C 0.6745 1.4415 2.0984 -0.250
C -0.4965 -0.3518 -1.1513 0.723
H 0.2218 1.6683 1.1581 0.165
H -1.1008 -1.0040 -2.9109 0.423
H -0.1753 -2.2018 -0.2690 0.456
H 1.4783 2.1580 2.2787 0.192
H -2.2771 -0.3260 -2.0061 0.416
H 0.6208 -0.8012 0.4410 0.457
H -0.0830 1.5389 2.9207 0.187
H 1.7597 -0.0337 2.8222 0.500
```

Computed properties:
E_LUMO (alpha / beta): -4.20 / -9.45 eV
Charge: +1
Multiplicity: 2
Kohn-Sham gap (alpha / beta): 0.3728 / 0.1798 Eh



5.
A structure of composition C39H36As2F2NNiO10P, computed with ωB97M-V/def2-TZVPD.

The geometry in XYZ format:
```
92
Properties=species:S:1:pos:R:3:mulliken_spin:R:1
As -7.6916 1.3371 17.1407 -0.054
As -7.5815 -1.7918 14.9255 0.004
Ni -8.2318 3.0381 18.6918 1.676
P -10.3856 2.1108 19.3450 0.127
F -9.2679 6.2687 14.7211 0.002
F -4.9010 6.2864 16.6649 0.002
O -6.8113 -3.5138 18.4659 -0.001
O -7.9161 -4.1560 16.5736 0.000
O -4.0583 1.7486 15.2112 0.000
O -10.7863 5.4269 21.3179 0.007
O -6.0056 1.0016 12.4303 0.000
O -8.6965 -1.0749 19.9214 -0.002
O -9.0253 4.2924 20.4162 0.071
O -5.4503 -1.0988 12.8587 0.000
O -6.5533 -0.3217 19.7920 0.000
O -5.6692 3.2652 15.3570 0.002
N -6.3800 3.4451 19.3813 0.033
C -13.3005 0.7494 16.8201 -0.001
C -9.5040 -1.5779 14.4902 0.000
C -7.6624 -1.7861 16.9157 -0.011
C -6.9712 2.0956 12.4420 0.000
C -3.3977 0.5099 15.5692 0.000
C -5.3939 2.0582 15.3798 -0.006
C -11.3507 0.5686 21.5029 -0.003
C -11.2162 -0.0187 22.7665 0.002
C -7.4258 -3.2131 17.4336 0.003
C -4.4366 3.2186 20.7137 0.009
C -5.7498 2.8910 20.4251 0.006
C -6.2204 -0.9145 21.0729 0.001
C -6.4765 0.9701 15.5890 0.050
C -7.8962 4.3264 17.4468 0.209
C -11.2799 3.6164 19.7991 -0.029
C -9.2548 1.6676 21.8367 0.037
C -7.6674 -0.6828 17.7103 0.035
C -11.3688 -0.3951 18.4384 0.002
C -8.7564 4.8929 16.5471 -0.160
C -3.7188 4.1057 19.9112 -0.002
C -10.1361 0.2938 23.5770 0.000
C -12.2021 -1.1992 17.6696 0.000
C -7.6603 -5.5008 17.0261 0.000
C -10.2927 4.5462 20.6059 0.003
C -8.3482 5.8515 15.6428 0.019
C -10.3411 1.4065 21.0243 -0.043
C -9.2205 1.4991 15.9044 0.012
C -4.3587 4.6789 18.8260 -0.004
C -7.0571 6.3559 15.6424 -0.015
C -5.6957 4.3447 18.5753 0.064
C -11.4899 1.0002 18.4074 0.013
C -5.9746 -0.0856 13.2830 0.003
C -7.7267 -0.7725 19.2178 0.042
C -13.1511 -0.6441 16.8410 0.002
C -6.5720 4.8753 17.5372 -0.131
C -6.6252 -0.0616 14.7150 -0.001
C -6.1937 5.8576 16.6174 0.040
C -9.1449 1.1233 23.0916 0.005
C -12.4674 1.5503 17.5756 0.000
H -7.7520 1.9006 11.7021 0.000
H -6.3593 -0.1828 21.8726 0.000
H -6.2976 2.2056 21.0941 -0.009
H -13.8262 -1.2643 16.2544 0.000
H -2.7844 0.6709 16.4625 0.000
H -7.8506 -6.1248 16.1594 0.000
H -8.2614 1.3831 23.6990 0.000
H -9.7763 2.3992 16.1840 -0.010
H -3.9666 2.8202 21.6227 -0.001
H -8.3003 -5.7805 17.8571 0.000
H -9.6006 -0.8073 13.7152 0.000
H -6.8773 -1.7646 21.2599 0.000
H -4.1260 -0.2770 15.7745 0.000
H -3.8342 5.4186 18.1945 -0.002
H -10.5726 -0.8608 19.0406 0.002
H -12.4982 2.6336 17.4677 0.000
H -14.0939 1.1867 16.2233 0.000
H -9.8031 4.5991 16.5428 0.000
H -2.6669 4.3196 20.1574 0.000
H -12.0584 -2.2929 17.6738 0.000
H -8.8639 1.5804 14.8832 0.001
H -9.8499 0.6137 15.9991 -0.001
H -10.0306 -1.3124 15.4023 -0.001
H -8.4921 2.3581 21.4562 0.001
H -11.6203 4.1992 18.9439 0.000
H -10.0363 -0.1317 24.5772 0.000
H -6.4277 2.9888 12.1409 0.000
H -9.8214 -2.5548 14.1175 0.000
H -7.4496 2.2820 13.4079 0.000
H -5.1861 -1.2688 21.0224 0.000
H -2.7948 0.2079 14.7193 0.000
H -12.1791 3.4384 20.4106 0.000
H -11.9814 -0.6972 23.1432 0.000
H -6.7662 7.1285 14.8899 -0.001
H -12.2503 0.3742 20.9376 0.000
H -6.6140 -5.5813 17.3093 0.000
```

Computed properties:
E_LUMO (alpha / beta): -1.08 / -1.07 eV
Multiplicity: 3
Kohn-Sham gap (alpha / beta): 0.2638 / 0.2697 Eh



6.
The ion C3H8N2OS with charge -1, computed with ωB97M-V/def2-TZVPD.

The geometry in XYZ format:
```
15
Properties=species:S:1:pos:R:3:nbo_charge:R:1
S 0.0868 -2.9752 0.2803 -0.159
O -0.9214 1.5346 0.9381 -0.819
N -0.2598 1.0206 -1.1433 -0.715
N 1.2487 1.8243 0.5831 -0.910
C 0.1589 -1.0651 0.2020 -0.491
C -0.4769 -0.4881 -1.0530 -0.252
C -0.0639 1.7389 0.0661 0.431
H -0.1714 -1.2229 -1.8814 0.170
H -0.9470 1.3468 -1.7953 0.359
H -1.5880 -0.6872 -0.9042 0.159
H 1.2847 2.2754 1.4504 0.354
H 1.2138 -0.7101 0.2092 0.191
H -0.8781 -2.8467 1.2225 0.129
H -0.3239 -0.6347 1.0899 0.254
H 1.6376 0.8895 0.7355 0.298
```

Computed properties:
E_LUMO (alpha / beta): 3.12 / 3.04 eV
Charge: -1
Multiplicity: 2
Kohn-Sham gap (alpha / beta): 0.1221 / 0.2286 Eh



Molar mass? In order: 532.60, 154.21, 195.57, 92.10, 956.22, 120.18 g mol⁻¹.
ΔE to the lowest compared entry with this formula, charge and spin? In order: 32.7, 1028.8, 207.6, 101.0, 0.0, 147.0 kJ/mol.